Entry 1:
DFT (ωB97M-V/def2-TZVPD) results for a molecular structure, C5H11N2PSb in a non-equilibrium geometry.

Results
net charge: -1
HOMO energy: -3.46 eV
lowest unoccupied orbital energy: 3.37 eV
multiplicity: 1

Geometry as XYZ:
```
20
C5H11N2PSb, DFT ωB97M-V/def2-TZVPD
N 4.084 1.566 1.246
P 3.723 0.890 -0.169
Sb 1.211 0.327 -0.342
C -0.948 -0.263 -0.319
C -1.649 0.019 0.831
C -2.969 -0.363 0.897
C -3.460 -0.992 -0.216
C -2.709 -1.215 -1.335
N -1.430 -0.847 -1.407
H 4.755 0.992 1.742
H 4.470 -0.325 -0.236
H 4.106 1.733 -1.267
H 1.108 0.936 -1.992
H 1.671 -1.256 -0.981
H 1.340 -0.266 1.326
H 0.802 1.928 0.275
H -1.165 0.521 1.661
H -3.584 -0.169 1.767
H -4.503 -1.298 -0.228
H -3.182 -1.695 -2.186
```

Entry 2:
DFT (ωB97M-V/def2-TZVPD) results for a single C3H5N3 molecule in a non-equilibrium geometry.

Results
net charge: 0
HOMO energy: -8.84 eV
lowest unoccupied orbital energy: 0.72 eV
multiplicity: 1
relative energy (zero: lowest compared OMol25 entry of this formula, charge and spin): 3.9909 eV

Geometry as XYZ:
```
11
C3H5N3, DFT ωB97M-V/def2-TZVPD
N -1.714 -0.090 0.182
C -0.316 -0.058 0.066
C 0.576 -1.069 0.096
C 2.317 0.360 -0.220
N 1.520 1.279 -0.172
N 0.178 1.232 -0.129
H -2.087 -1.025 0.270
H -2.197 0.404 -0.563
H 0.313 -2.109 0.083
H 1.705 -0.980 0.174
H -0.295 2.056 0.215
```

Entry 3:
DFT (ωB97M-V/def2-TZVPD) results for 2 unconnected molecules or ions with the total composition C4H12O in a non-equilibrium geometry.

Results
net charge: 0
HOMO energy: -10.40 eV
lowest unoccupied orbital energy: 0.97 eV
multiplicity: 1
relative energy (zero: lowest compared OMol25 entry of this formula, charge and spin): 0.7374 eV

Geometry as XYZ:
```
17
C4H12O, DFT ωB97M-V/def2-TZVPD
C 1.034 -1.638 -0.208
C 1.343 -1.215 -1.615
O 0.397 -0.270 -2.116
H 0.184 -2.326 -0.203
H 0.888 -0.930 0.604
H 1.825 -2.324 0.160
H 2.374 -0.879 -1.733
H 1.237 -2.083 -2.268
H 0.701 0.636 -1.964
C -1.154 1.147 1.921
C -1.316 1.626 0.486
H -0.344 1.682 2.398
H -2.153 1.182 2.345
H -0.866 0.104 2.007
H -1.939 0.987 -0.120
H -0.427 1.698 -0.145
H -1.784 2.605 0.451
```

Entry 4:
DFT (ωB97M-V/def2-TZVPD) results for 5 unconnected molecules or ions with the total composition C3H16O4 in a non-equilibrium geometry.

Results
net charge: 0
HOMO energy: -11.06 eV
lowest unoccupied orbital energy: 0.23 eV
multiplicity: 1
relative energy (zero: lowest compared OMol25 entry of this formula, charge and spin): 3.4814 eV

Geometry as XYZ:
```
23
C3H16O4, DFT ωB97M-V/def2-TZVPD
C 0.034 0.311 2.739
C -0.040 -0.983 1.987
C 1.436 -1.457 2.323
H 0.207 0.408 3.794
H -0.869 0.981 2.792
H 0.854 0.978 2.170
H -0.185 -1.149 0.880
H -0.780 -1.693 2.338
H 1.578 -1.542 3.464
H 1.684 -2.609 1.898
H 1.986 -0.795 1.659
O 0.885 -0.810 -3.616
H 1.179 0.022 -3.440
H 0.053 -0.822 -3.867
O 0.352 1.700 -0.514
H -0.374 1.482 0.016
H 1.179 1.114 -0.303
O -0.554 1.252 -2.819
H -0.214 1.734 -2.132
H -1.414 1.450 -2.932
O -2.674 -0.070 -2.169
H -2.289 0.418 -1.438
H -2.035 0.082 -2.828
```

Entry 5:
DFT (ωB97M-V/def2-TZVPD) results for 7 unconnected molecules or ions with the total composition C29H66F2N2O9PS in a non-equilibrium geometry.

Results
net charge: 0
HOMO energy (alpha / beta): -8.93 / -9.05 eV
lowest unoccupied orbital energy (alpha / beta): -0.09 / -0.19 eV
⟨S²⟩: 0.75
multiplicity: 2
relative energy (zero: lowest compared OMol25 entry of this formula, charge and spin): 0.0000 eV

Geometry as XYZ:
```
110
C29H66F2N2O9PS, DFT ωB97M-V/def2-TZVPD
C 5.356 1.663 -2.234
C 4.993 2.994 -1.577
C 6.152 3.329 -0.629
C 3.755 2.878 -0.703
C 2.393 2.996 -1.383
P 1.097 3.416 -0.032
S -0.249 4.700 -0.616
N 2.012 1.788 -2.172
C 0.658 1.783 -2.599
O -0.249 1.173 -2.057
F 0.475 2.473 -3.702
C 2.236 0.580 -1.462
O 2.122 0.369 -0.290
F 2.656 -0.353 -2.292
C 2.442 4.211 -2.309
C 3.630 4.250 -3.259
C 3.611 5.643 -3.881
C 3.518 3.278 -4.427
N 4.905 4.107 -2.538
O 5.941 4.252 -3.254
H 5.790 1.051 -1.457
H 4.500 1.122 -2.603
H 6.110 1.794 -2.990
H 7.104 3.156 -1.093
H 6.040 2.757 0.281
H 6.059 4.367 -0.350
H 3.867 1.981 -0.112
H 3.795 3.701 -0.006
H 1.886 3.969 0.990
H 0.554 2.219 0.446
H 2.528 5.071 -1.663
H 1.546 4.346 -2.885
H 3.651 6.399 -3.115
H 4.432 5.765 -4.559
H 2.687 5.763 -4.424
H 2.604 3.459 -4.968
H 3.512 2.247 -4.125
H 4.347 3.469 -5.084
C -2.847 -1.791 -2.344
C -2.250 -2.072 -3.715
C -0.867 -2.698 -3.599
O -2.175 -0.862 -4.465
H -2.226 -1.081 -1.790
H -3.835 -1.339 -2.444
H -2.939 -2.704 -1.755
H -2.906 -2.740 -4.273
H -0.184 -2.019 -3.080
H -0.450 -2.887 -4.589
H -0.901 -3.639 -3.049
H -1.598 -0.263 -3.981
C -4.226 -2.786 1.107
C -4.907 -1.711 1.939
C -4.598 -0.325 1.392
O -4.482 -1.804 3.293
H -3.140 -2.659 1.137
H -4.447 -3.777 1.504
H -4.550 -2.746 0.066
H -5.986 -1.874 1.941
H -3.522 -0.134 1.425
H -5.085 0.439 2.002
H -4.936 -0.214 0.361
H -3.526 -1.672 3.310
C -0.572 -4.664 3.491
C -0.432 -3.200 3.883
C 0.665 -2.997 4.915
O -1.680 -2.705 4.374
H -0.843 -5.267 4.361
H -1.361 -4.789 2.749
H 0.359 -5.054 3.078
H -0.207 -2.606 2.996
H 0.437 -3.548 5.832
H 0.752 -1.945 5.181
H 1.628 -3.335 4.539
H -1.919 -3.210 5.156
C -3.897 -6.257 -5.028
C -4.437 -6.402 -3.613
C -4.063 -5.205 -2.752
O -3.950 -7.607 -3.023
H -2.805 -6.201 -5.016
H -4.173 -7.122 -5.632
H -4.283 -5.358 -5.511
H -5.522 -6.502 -3.645
H -2.976 -5.114 -2.668
H -4.454 -5.322 -1.741
H -4.456 -4.279 -3.174
H -2.991 -7.547 -2.983
C 3.344 -0.260 2.982
C 3.901 -0.429 4.390
C 5.382 -0.087 4.448
O 3.681 -1.762 4.848
H 3.853 -0.933 2.287
H 2.282 -0.507 2.957
H 3.471 0.764 2.626
H 3.351 0.215 5.077
H 5.953 -0.755 3.798
H 5.763 -0.213 5.462
H 5.565 0.941 4.133
H 4.157 -2.358 4.261
C -4.109 3.364 4.995
C -3.769 4.075 3.693
C -4.998 4.725 3.075
O -3.180 3.160 2.771
H -4.834 2.566 4.815
H -3.218 2.904 5.423
H -4.531 4.055 5.726
H -3.011 4.837 3.881
H -5.750 3.968 2.838
H -4.736 5.228 2.145
H -5.444 5.454 3.753
H -3.828 2.474 2.585
```

Entry 6:
DFT (ωB97M-V/def2-TZVPD) results for a single C3H7N5 molecule in a non-equilibrium geometry.

Results
net charge: 0
HOMO energy: -8.08 eV
lowest unoccupied orbital energy: 0.74 eV
multiplicity: 1
relative energy (zero: lowest compared OMol25 entry of this formula, charge and spin): 2.4298 eV

Geometry as XYZ:
```
15
C3H7N5, DFT ωB97M-V/def2-TZVPD
H -1.835 2.384 0.186
N -2.063 1.403 -0.150
C -0.989 0.687 -0.274
C 0.367 1.169 -0.070
C 1.191 0.095 -0.123
N 2.614 -0.077 -0.112
N 0.406 -1.107 -0.251
N -0.940 -0.653 -0.508
N -1.876 -1.537 0.129
H 0.582 2.180 0.312
H 3.011 0.817 0.104
H 2.887 -0.706 0.584
H 0.822 -1.746 -0.927
H -1.378 -1.812 1.003
H -2.800 -1.095 0.098
```

Entry 7:
DFT (ωB97M-V/def2-TZVPD) results for a molecular structure, C28H76BF3N6O8PtV in a non-equilibrium geometry.

Results
net charge: +3
HOMO energy (alpha / beta): -15.12 / -15.12 eV
lowest unoccupied orbital energy (alpha / beta): -6.41 / -11.69 eV
⟨S²⟩: 12.01
multiplicity: 7

Geometry as XYZ:
```
124
C28H76BF3N6O8PtV, DFT ωB97M-V/def2-TZVPD
V -1.972 0.356 -1.089
Pt 1.785 0.322 1.007
C -0.458 3.543 -2.136
O -0.853 4.666 -1.325
O -0.947 2.291 -1.549
C -0.564 3.899 -3.693
F -0.002 5.092 -3.968
F 0.196 2.956 -4.343
F -1.768 3.803 -4.205
C -2.174 5.238 -1.355
C -2.124 6.299 -0.200
H -3.070 6.840 -0.190
H -2.105 5.750 0.742
H -1.219 6.903 -0.262
H -2.943 4.466 -1.376
H -2.371 5.773 -2.284
H 0.608 3.416 -1.950
B -0.176 -0.444 0.130
H -0.985 -1.097 -0.158
H -0.523 0.576 0.187
H 0.232 -0.745 1.083
H 0.614 -0.417 -0.604
C 4.255 2.427 -1.115
C 3.159 1.502 -1.539
C 3.515 1.102 -3.014
O 2.638 0.063 -3.444
C 2.890 -0.531 -4.706
N 3.259 0.328 -0.647
H 4.115 2.814 -0.106
H 4.390 3.317 -1.729
H 5.238 1.960 -1.055
H 2.206 2.030 -1.505
H 4.558 0.795 -3.098
H 3.265 1.966 -3.630
H 2.388 -1.494 -4.612
H 3.961 -0.697 -4.827
H 2.357 0.086 -5.429
H 4.247 0.223 -0.465
H 2.946 -0.420 -1.250
C -5.029 -2.645 0.013
C -4.283 -1.252 -0.281
C -3.856 -0.582 1.050
O -3.119 0.607 0.797
C -2.802 1.451 1.847
N -3.023 -1.500 -1.018
H -5.961 -2.478 0.552
H -4.376 -3.259 0.633
H -5.305 -3.192 -0.889
H -5.017 -0.574 -0.715
H -3.240 -1.218 1.685
H -4.766 -0.410 1.626
H -1.840 1.159 2.268
H -3.585 1.494 2.604
H -2.746 2.418 1.348
H -2.453 -2.255 -0.665
H -3.181 -1.918 -1.923
C 0.263 -3.585 5.710
C 0.572 -4.955 5.094
C -0.008 -5.310 3.715
O 0.390 -4.205 2.845
C -0.058 -4.277 1.486
N 1.996 -5.074 4.933
H 0.599 -3.544 6.746
H -0.798 -3.531 5.955
H 0.658 -2.800 5.065
H 0.300 -5.789 5.741
H -1.062 -5.581 3.768
H 0.478 -6.258 3.485
H 0.148 -3.299 1.052
H -1.145 -4.194 1.455
H 0.341 -5.080 0.867
H 2.254 -4.306 4.331
H 2.367 -4.532 5.699
C 4.690 -2.945 2.175
C 3.624 -2.226 1.252
C 2.999 -3.331 0.394
O 2.276 -2.724 -0.680
C 1.632 -3.616 -1.581
N 2.786 -1.397 2.128
H 5.234 -2.236 2.799
H 5.499 -3.447 1.644
H 4.406 -3.827 2.750
H 4.214 -1.557 0.625
H 2.519 -4.100 0.999
H 3.826 -3.804 -0.136
H 1.148 -3.051 -2.378
H 0.946 -4.348 -1.156
H 2.357 -4.361 -1.911
H 2.225 -2.019 2.693
H 3.400 -1.005 2.828
C 0.813 4.664 1.806
C 1.272 3.211 1.996
C 0.694 2.477 3.193
O 1.013 1.086 3.285
C 0.504 0.390 4.500
N 1.171 2.478 0.780
H 0.874 5.061 2.819
H -0.185 4.763 1.378
H 1.398 5.185 1.048
H 2.327 3.209 2.271
H -0.392 2.490 3.093
H 0.889 3.021 4.117
H 1.153 0.525 5.365
H 0.514 -0.690 4.354
H -0.505 0.726 4.739
H 0.223 2.542 0.437
H 1.695 3.120 0.204
C -4.790 1.443 -4.510
C -3.858 0.614 -3.543
C -2.482 0.477 -4.237
O -1.632 -0.252 -3.443
C -0.277 -0.405 -3.841
N -3.647 1.268 -2.305
H -4.953 0.886 -5.433
H -4.508 2.477 -4.713
H -5.801 1.495 -4.108
H -4.326 -0.292 -3.160
H -2.029 1.443 -4.462
H -2.729 -0.170 -5.079
H 0.281 0.492 -3.575
H -0.182 -0.568 -4.915
H 0.169 -1.263 -3.338
H -4.573 1.448 -1.945
H -3.185 2.161 -2.392
```

Entry 8:
DFT (ωB97M-V/def2-TZVPD) results for 2 unconnected molecules or ions with the total composition C2H4N2O in a non-equilibrium geometry.

Results
net charge: 0
HOMO energy (alpha / beta): -8.20 / -10.28 eV
lowest unoccupied orbital energy (alpha / beta): -0.82 / -0.68 eV
multiplicity: 1
relative energy (zero: lowest compared OMol25 entry of this formula, charge and spin): 4.2151 eV

Geometry as XYZ:
```
9
C2H4N2O, DFT ωB97M-V/def2-TZVPD
C -0.210 -1.382 0.576
C 1.967 -0.434 0.045
N 0.808 -0.925 -0.060
N 0.890 1.608 0.338
O 3.110 -0.302 -0.242
H -0.274 -1.382 1.728
H -1.122 -1.316 0.047
H 0.941 1.812 -0.662
H 0.005 1.056 0.379
```

Entry 9:
DFT (ωB97M-V/def2-TZVPD) results for a gas-phase ion, C5H11N2 (charge +2) in a non-equilibrium geometry.

Results
net charge: +2
HOMO energy (alpha / beta): -19.25 / -20.65 eV
lowest unoccupied orbital energy (alpha / beta): -11.42 / -11.87 eV
⟨S²⟩: 0.78
multiplicity: 2
relative energy (zero: lowest compared OMol25 entry of this formula, charge and spin): 2.9706 eV

Geometry as XYZ:
```
18
C5H11N2, DFT ωB97M-V/def2-TZVPD
C 0.403 -1.328 1.186
C -0.751 -1.019 0.282
C -0.819 0.427 -0.256
C -1.657 1.444 0.151
C 0.477 1.842 -1.628
N 0.200 0.651 -1.156
N 1.698 -1.026 0.261
H 0.538 -2.435 1.253
H 0.349 -0.842 2.242
H -1.001 -1.611 -0.550
H -1.557 -1.208 1.065
H -2.087 1.330 1.128
H -1.947 2.235 -0.568
H -0.067 1.888 -2.590
H 0.323 2.677 -0.993
H 2.010 -1.952 -0.150
H 2.559 -0.656 0.868
H 1.329 -0.417 -0.544
```

Entry 10:
DFT (ωB97M-V/def2-TZVPD) results for a single C5H4Cl2 molecule in a non-equilibrium geometry.

Results
net charge: 0
HOMO energy: -9.68 eV
lowest unoccupied orbital energy: 0.30 eV
multiplicity: 1
relative energy (zero: lowest compared OMol25 entry of this formula, charge and spin): 1.5649 eV

Geometry as XYZ:
```
11
C5H4Cl2, DFT ωB97M-V/def2-TZVPD
C 0.723 -1.187 -2.138
C -0.002 -0.997 -1.192
C -0.876 -0.821 -0.032
C -0.763 0.095 0.895
C 0.302 1.138 1.013
Cl 1.927 0.448 1.216
Cl 0.278 2.272 -0.360
H 1.448 -1.278 -2.944
H -1.702 -1.553 -0.006
H -1.480 0.129 1.717
H 0.145 1.754 1.832
```

Entry 11:
DFT (ωB97M-V/def2-TZVPD) results for a molecular structure, C5H10NO5S in a non-equilibrium geometry.

Results
net charge: -1
HOMO energy: -5.27 eV
lowest unoccupied orbital energy: 3.40 eV
multiplicity: 1
relative energy (zero: lowest compared OMol25 entry of this formula, charge and spin): 3.3347 eV

Geometry as XYZ:
```
22
C5H10NO5S, DFT ωB97M-V/def2-TZVPD
C 0.431 -0.664 1.106
C -0.914 -0.953 -1.077
C 0.727 0.926 -0.900
C -1.308 0.992 0.567
C -0.292 0.080 -0.084
N -2.199 1.734 -0.183
O -2.916 2.599 0.354
O -4.111 -0.402 0.732
O -2.218 1.526 -1.395
O -3.056 0.379 2.790
O -2.273 -1.638 1.770
S -2.964 -0.374 1.597
H 0.707 0.050 1.834
H -0.346 -1.223 1.805
H 1.264 -1.108 0.510
H -1.181 -0.566 -2.104
H -0.186 -1.781 -1.170
H -1.775 -1.526 -0.643
H 0.123 1.568 -1.694
H 1.252 1.651 -0.272
H 1.409 0.292 -1.375
H -0.977 1.492 1.498
```

Entry 12:
DFT (ωB97M-V/def2-TZVPD) results for a single C6H15ClN2 molecule in a non-equilibrium geometry.

Results
net charge: 0
HOMO energy: -8.83 eV
lowest unoccupied orbital energy: 0.73 eV
multiplicity: 1
relative energy (zero: lowest compared OMol25 entry of this formula, charge and spin): 1.3875 eV

Geometry as XYZ:
```
24
C6H15ClN2, DFT ωB97M-V/def2-TZVPD
C -2.465 0.837 1.055
N -1.167 0.835 0.279
C -1.305 1.241 -1.060
N -0.532 -0.352 0.480
Cl -1.405 -1.853 -0.368
C 0.890 -0.549 0.101
C 1.570 0.766 0.511
C 1.480 -1.640 0.933
C 1.201 -0.775 -1.364
H -2.433 0.326 2.026
H -2.819 1.836 1.140
H -3.235 0.378 0.416
H -2.107 1.956 -1.070
H -0.469 1.761 -1.512
H -1.362 0.344 -1.708
H 1.294 1.544 -0.165
H 1.450 1.091 1.477
H 2.654 0.670 0.256
H 1.404 -2.552 0.434
H 0.824 -1.820 1.832
H 2.515 -1.496 1.224
H 1.052 -1.855 -1.610
H 0.643 -0.046 -1.950
H 2.322 -0.644 -1.359
```